Record 1
The following is a DFT calculation (the ωB97M-V functional and the def2-TZVPD basis) of a molecular structure, C13H12Br4IIrN2O8P2.

Geometry as XYZ:
```
43
Properties=species:S:1:pos:R:3:forces:R:3:mulliken_charge:R:1
Ir -0.46504 0.32596 -0.23825 0.2 1.3 0.2 2.13
N -1.90636 3.48559 2.64610 0.2 0.0 0.0 -0.23
C -1.56317 3.59264 1.16871 0.0 -0.2 -0.1 0.72
C -2.03893 4.91377 0.58780 0.1 0.1 0.1 -1.78
P 0.33803 3.35233 1.17239 -0.2 0.2 0.4 0.65
O 0.87838 4.67558 0.44879 0.0 -0.2 -0.1 -0.54
O 0.61110 3.44631 2.63891 -0.1 0.0 -0.1 -0.87
O 0.72421 2.16450 0.35590 -0.3 -0.6 -0.3 -0.52
P -2.26287 2.14112 0.33655 -0.1 -0.2 0.3 0.74
O -3.82633 2.42040 0.39986 0.0 0.1 0.0 -0.54
O -1.85605 0.95433 1.21384 -0.1 0.0 0.0 -0.84
O -1.72755 1.97002 -1.05192 0.2 0.0 -0.5 -0.67
H -0.91852 3.48137 3.08923 0.0 0.1 -0.1 0.43
H -2.36243 2.60020 2.87214 0.0 0.0 0.0 0.31
H -2.47739 4.26352 2.96431 0.0 0.0 0.0 0.34
H -1.54081 5.75781 1.06699 0.0 0.0 0.0 0.45
H -3.12146 5.01622 0.68256 0.0 0.0 0.0 0.47
H -1.79102 4.94845 -0.47222 0.0 0.0 0.0 0.40
H 1.19332 4.47262 -0.44050 0.0 0.0 0.0 0.34
H -4.33905 1.79350 -0.13106 0.0 0.0 0.1 0.40
Br -0.38638 -6.26551 1.70424 0.0 0.0 0.0 -0.17
C -0.87506 -4.61591 0.92945 0.1 0.0 0.1 0.14
C -2.01226 -4.51124 0.14059 -0.1 0.0 -0.1 0.16
Br -3.11144 -6.01067 -0.17742 0.0 0.0 0.0 -0.17
C -2.34470 -3.27884 -0.43437 0.1 -0.1 0.1 -0.09
Br -3.86074 -3.04198 -1.52577 0.0 0.0 0.0 -0.14
C -1.55439 -2.16336 -0.21714 -0.1 0.0 0.0 0.53
O -1.83762 -0.97207 -0.77188 0.4 -0.4 0.1 -0.88
C -0.41412 -2.26053 0.60297 0.0 0.0 0.0 0.31
O 0.31595 -1.16198 0.82394 -0.1 0.0 -0.2 -1.01
C -0.07815 -3.48806 1.15404 -0.1 0.0 0.0 -0.11
Br 1.48768 -3.53678 2.20064 0.0 0.0 0.0 -0.13
I 1.19160 -0.41813 -2.13029 -0.1 0.1 0.1 -0.02
C 3.01582 -0.29317 -1.03871 0.0 0.0 0.1 0.40
C 4.14056 -0.95979 -1.49445 -0.1 -0.1 0.0 -0.60
C 5.27153 -0.85518 -0.70146 0.0 0.0 0.0 -0.25
C 5.21991 -0.10968 0.46856 0.0 0.0 0.0 -0.67
C 4.03329 0.52246 0.80211 0.0 -0.1 -0.2 -0.29
N 2.94476 0.42792 0.03954 0.0 -0.1 0.1 0.03
H 4.13098 -1.54405 -2.40352 0.0 0.0 0.0 0.37
H 6.18258 -1.36131 -0.99235 0.0 0.0 0.0 0.39
H 6.08507 -0.01736 1.10985 0.0 0.0 0.0 0.39
H 3.93808 1.12852 1.69430 0.0 0.0 0.0 0.44
```
Positions in Å, forces in eV/Å.

Output
Largest force on an atom   0.0258 hartree/bohr
Frontier orbital gap   7.0 eV
Relative energy (zero: lowest compared OMol25 entry of this formula, charge and spin)   41.44 kcal per mole
E_HOMO   -7.16 eV
2S+1   1

=====

Record 2
The following is a DFT calculation (the ωB97M-V functional and the def2-TZVPD basis) of a molecular structure, C13H12F3FeNO5.

Geometry as XYZ:
```
35
Properties=species:S:1:pos:R:3:forces:R:3:mulliken_spin:R:1
C 2.23536 -2.62298 -0.57812 -0.5 0.1 0.1 0.02
O 1.06250 -2.80583 0.22940 -0.6 -0.2 0.6 0.01
C 0.02532 -1.91461 0.23167 1.7 1.5 0.6 0.29
C 0.06124 -0.58046 0.79102 1.6 -0.7 -1.9 0.00
C -0.61122 0.40034 -0.13887 0.2 0.2 0.4 -0.03
C -1.79297 -0.11352 -0.86199 0.4 3.2 -0.4 0.76
C -2.25418 -1.36524 -0.50516 -0.4 -5.4 0.9 0.32
C -1.31085 -2.34490 -0.00456 -2.3 0.8 -2.9 0.07
Fe -1.10956 -1.69155 1.98612 -0.7 0.7 -2.3 1.43
C -1.33879 -0.27494 2.97530 -1.1 1.8 3.2 -0.05
O -1.58942 0.49704 3.81061 0.7 -1.2 -2.1 0.01
C -0.06565 -2.54502 3.06194 2.0 -1.5 4.3 -0.01
O 0.39460 -3.00407 4.02804 -0.5 0.6 -2.1 0.01
C -2.56341 -2.51710 2.54277 -3.0 -1.4 3.3 0.00
O -3.39258 -2.96521 3.22867 1.6 0.8 -1.9 0.05
H 3.00217 -3.19071 -0.04988 0.1 0.2 -0.2 0.00
H 2.04661 -3.08741 -1.55341 0.1 0.2 0.1 0.00
H 2.52873 -1.56917 -0.69667 -0.2 -0.3 0.2 0.00
H 0.99806 -0.19723 1.19930 -0.1 -0.2 -0.2 0.00
H -0.74026 1.39406 0.33399 -0.2 -0.5 -0.1 0.00
H 0.12611 0.50401 -0.96033 0.0 0.2 0.6 0.08
H -2.29807 0.58223 -1.56084 0.2 -0.8 0.5 0.03
H -3.29335 -1.71610 -0.66310 0.7 0.4 0.1 0.03
H -1.50666 -3.41791 -0.03392 -0.3 0.3 0.1 0.03
C 0.10539 2.51125 -2.82466 -0.3 0.2 -0.3 -0.01
N 0.08662 2.45519 -1.39577 0.2 1.1 -0.2 0.86
C 1.30683 2.60397 -0.82079 2.4 -1.9 0.8 -0.05
C 1.74827 4.06953 -0.53889 0.8 1.3 0.7 0.04
F 3.03045 4.28843 -0.97009 -1.5 -0.4 0.3 0.01
F 0.95678 5.02798 -1.10585 0.7 -1.1 0.4 0.00
F 1.73540 4.26518 0.80955 -0.1 -0.1 -1.2 0.00
O 2.07598 1.69880 -0.45320 -1.9 2.2 -0.8 0.01
H 0.66357 3.42911 -3.07694 -0.1 -0.3 -0.5 0.03
H 0.59851 1.61904 -3.24948 0.0 0.4 0.1 0.03
H -0.92152 2.57777 -3.18586 0.2 0.0 -0.1 0.01
```
Positions in Å, forces in eV/Å.

Output
Largest force on an atom   0.1067 hartree/bohr
Frontier orbital gap (alpha / beta)   5.4 / 6.5 eV
Relative energy (zero: lowest compared OMol25 entry of this formula, charge and spin)   0.00 kcal per mole
E_HOMO (alpha / beta)   -5.39 / -8.98 eV
2S+1   5